(1)
A gas-phase ion, C18H23N2O2 (charge +1), computed with the ωB97M-V functional and the def2-TZVPD basis.

Computed properties:
Structure (SMILES): C=CCOc1ccc(C[NH2+]Cc2cccnc2)cc1OCC
Energy above the lowest of the compared OMol25 structures with the same formula, charge and spin: 102.3 kJ/mol
Orbital gap: 8.257 eV
HOMO energy: -0.406 Ha
Net charge: +1

```
45
Properties=species:S:1:pos:R:3:lowdin_charge:R:1
C -3.50 2.91 -5.22 0.03
C -2.33 2.34 -4.97 -0.14
C -2.10 1.38 -3.85 -0.19
O -0.93 1.81 -3.15 -0.06
C -0.45 1.08 -2.12 -0.17
C -1.07 -0.07 -1.64 0.01
C -0.55 -0.78 -0.57 -0.04
C 0.62 -0.36 0.04 -0.25
C 1.19 -1.08 1.23 -0.08
N 0.85 -0.31 2.47 0.07
C 1.34 -0.93 3.73 -0.08
C 0.63 -2.24 3.97 -0.22
C 1.31 -3.45 3.99 -0.02
C 0.60 -4.62 4.20 -0.03
C -0.78 -4.52 4.38 -0.11
N -1.43 -3.37 4.37 0.08
C -0.75 -2.27 4.18 -0.11
C 1.24 0.79 -0.43 0.04
C 0.74 1.52 -1.50 -0.18
O 1.47 2.61 -1.80 -0.02
C 1.24 3.40 -2.97 -0.23
C 2.35 4.44 -3.03 -0.06
H -3.63 3.58 -6.05 0.06
H -4.37 2.71 -4.62 0.06
H -1.46 2.55 -5.57 0.11
H -1.93 0.37 -4.25 0.14
H -2.96 1.35 -3.17 0.13
H -1.97 -0.43 -2.10 0.11
H -1.06 -1.67 -0.23 0.12
H 2.28 -1.14 1.16 0.15
H 0.77 -2.08 1.32 0.14
H 1.23 0.64 2.36 0.18
H -0.18 -0.23 2.51 0.18
H 2.42 -1.08 3.65 0.14
H 1.14 -0.24 4.56 0.14
H 2.38 -3.48 3.84 0.12
H 1.09 -5.57 4.23 0.11
H -1.39 -5.40 4.55 0.12
H -1.33 -1.35 4.20 0.12
H 2.17 1.14 0.01 0.13
H 1.27 2.76 -3.86 0.13
H 0.26 3.88 -2.92 0.13
H 2.32 5.07 -2.15 0.08
H 2.21 5.06 -3.91 0.08
H 3.32 3.95 -3.09 0.08
```

***

(2)
C3H8NP in the gas phase at a distorted geometry, computed with the ωB97M-V functional and the def2-TZVPD basis.

Computed properties:
Structure (SMILES): [H]/P=N/C(C)C
Energy above the lowest of the compared OMol25 structures with the same formula, charge and spin: 126.3 kJ/mol
Orbital gap: 8.532 eV
HOMO energy: -0.319 Ha

```
13
Properties=species:S:1:pos:R:3:lowdin_charge:R:1
H -3.29 1.24 0.38 -0.14
P -2.37 0.69 -0.63 0.79
N -1.11 0.67 0.31 -0.40
C 0.23 0.31 0.08 -0.61
C 0.71 -0.57 1.18 -0.09
C 0.59 -0.19 -1.33 -0.10
H 0.85 1.31 0.32 0.18
H 0.56 -1.63 1.17 0.08
H 1.71 -0.48 1.40 0.05
H 0.20 -0.05 1.96 0.07
H 0.14 -1.17 -1.31 0.06
H 1.71 -0.31 -1.34 0.10
H 0.07 0.19 -2.18 0.03
```

***

(3)
2 unconnected molecules or ions with the total composition C6H8N2 at a distorted geometry, computed with the ωB97M-V functional and the def2-TZVPD basis.

Computed properties:
Energy above the lowest of the compared OMol25 structures with the same formula, charge and spin: 562.5 kJ/mol
Orbital gap (alpha / beta): 8.624 / 8.625 eV
HOMO energy (alpha / beta): -0.362 / -0.362 Ha

```
16
Properties=species:S:1:pos:R:3:lowdin_charge:R:1
C -0.31 1.68 -2.18 -0.23
C 2.04 0.57 -0.58 0.06
C 0.79 0.29 -0.47 -0.02
C -0.44 -0.26 1.68 -0.03
C -1.53 0.16 0.71 -0.03
C -0.21 -0.41 0.15 -0.53
N -0.74 2.62 -2.69 -0.08
N -0.37 -1.78 -0.33 0.07
H 2.81 0.05 0.01 0.10
H 2.44 1.35 -1.19 0.07
H -0.02 0.46 2.37 0.11
H -0.51 -1.20 2.17 0.09
H -2.42 -0.38 0.68 0.09
H -1.71 1.19 0.66 0.09
H 0.17 -2.50 0.31 0.13
H 0.01 -1.83 -1.30 0.09
```

***

(4)
A molecular structure, C51H42AuClNO5P3 at a distorted geometry, computed with the ωB97M-V functional and the def2-TZVPD basis.

Computed properties:
Multiplicity: 3
Energy above the lowest of the compared OMol25 structures with the same formula, charge and spin: 0.0 kJ/mol
Orbital gap (alpha / beta): 7.345 / 4.150 eV
HOMO energy (alpha / beta): -0.474 / -0.483 Ha
Net charge: +2

```
104
Properties=species:S:1:pos:R:3:lowdin_spin:R:1
Au -0.93 -0.90 -0.24 0.43
O 1.30 -0.58 -0.67 0.05
P 2.10 0.49 -1.43 0.01
C 1.68 2.25 -0.84 0.00
P -0.06 2.85 -1.17 0.00
O -0.99 1.76 -1.49 0.00
C -0.03 4.07 -2.45 0.00
C -0.96 3.96 -3.50 0.00
C -0.94 4.93 -4.52 0.00
C -0.01 5.94 -4.50 0.00
C 0.89 6.07 -3.45 0.00
C 0.81 5.19 -2.38 0.00
C -0.54 3.79 0.31 0.00
C -1.86 3.72 0.74 0.00
C -2.29 4.49 1.83 0.00
C -1.44 5.37 2.46 0.00
C -0.12 5.45 2.05 0.00
C 0.34 4.67 1.00 0.00
C 1.93 0.62 -3.18 0.00
C 1.10 -0.27 -3.86 0.00
C 0.87 -0.06 -5.20 0.00
C 1.48 0.98 -5.89 0.00
C 2.37 1.82 -5.22 0.00
C 2.61 1.63 -3.88 0.00
C 3.83 0.22 -1.15 0.00
C 4.70 -0.22 -2.18 0.00
C 5.96 -0.77 -1.89 0.00
C 6.42 -0.80 -0.60 0.00
C 5.60 -0.37 0.44 0.00
C 4.31 0.11 0.17 0.00
H 2.38 3.00 -1.22 0.00
H 1.85 2.24 0.24 0.00
H -1.70 3.16 -3.48 0.00
H -1.62 4.87 -5.36 0.00
H 0.02 6.61 -5.37 0.00
H 1.65 6.83 -3.48 0.00
H 1.49 5.39 -1.53 0.00
H -2.56 3.10 0.21 0.00
H -3.30 4.36 2.22 0.00
H -1.76 5.98 3.30 0.00
H 0.59 6.12 2.58 0.00
H 1.37 4.78 0.64 0.00
H 0.61 -1.02 -3.23 0.00
H 0.21 -0.76 -5.78 0.00
H 1.22 1.15 -6.95 0.00
H 2.85 2.62 -5.77 0.00
H 3.30 2.26 -3.35 0.00
H 4.41 -0.17 -3.24 0.00
H 6.55 -1.18 -2.71 0.00
H 7.46 -1.12 -0.39 0.00
H 5.93 -0.44 1.47 0.00
H 3.70 0.46 0.98 0.00
O -3.35 -1.90 -1.57 0.03
N -2.99 -1.32 -0.37 0.10
C -3.83 -0.48 0.21 0.02
C -3.91 -0.33 1.63 0.00
C -5.19 -0.10 2.17 0.00
C -5.48 -0.36 3.51 0.00
C -4.45 -0.71 4.36 0.00
C -3.14 -0.79 3.91 0.01
C -2.85 -0.60 2.56 0.02
P -1.12 -0.81 2.09 0.17
C -0.21 0.48 2.90 0.03
C 1.18 0.42 2.81 0.02
C 1.96 1.21 3.68 0.00
C 1.40 2.13 4.53 0.02
C 0.00 2.25 4.55 0.00
C -0.82 1.48 3.72 0.02
C -0.59 -2.38 2.75 0.02
C -1.21 -3.57 2.29 0.02
C -0.81 -4.83 2.74 0.00
C 0.32 -4.95 3.54 0.02
C 0.96 -3.81 3.97 0.00
C 0.48 -2.53 3.65 0.02
H -2.54 -2.47 -1.80 0.00
H -4.65 -0.03 -0.33 0.00
H -5.98 0.24 1.51 0.00
H -6.53 -0.23 3.84 0.00
H -4.69 -0.87 5.44 0.00
H -2.35 -1.00 4.65 0.00
H 1.65 -0.28 2.16 0.00
H 3.04 1.12 3.65 0.00
H 2.00 2.76 5.22 0.00
H -0.45 3.03 5.19 0.00
H -1.91 1.68 3.72 0.00
H -2.08 -3.50 1.65 0.00
H -1.27 -5.77 2.38 0.00
H 0.68 -5.93 3.84 0.00
H 1.79 -3.86 4.65 0.00
H 0.91 -1.69 4.15 0.00
Cl -2.13 -9.63 -0.93 0.10
C -1.71 -7.97 -1.12 0.15
C -0.35 -7.59 -1.22 0.00
C 0.02 -6.27 -1.37 0.07
C -1.02 -5.27 -1.46 0.19
C -2.37 -5.64 -1.34 0.05
C -2.70 -6.99 -1.12 0.07
C -0.51 -3.84 -1.64 0.02
O 0.66 -3.68 -1.24 0.36
O -1.23 -2.97 -2.18 0.01
H 0.41 -8.38 -1.19 0.00
H 1.04 -5.97 -1.48 0.00
H -3.14 -4.86 -1.39 0.00
H -3.73 -7.31 -0.98 0.00
```

***

(5)
2 unconnected molecules or ions with the total composition C11H19NP at a distorted geometry, computed with the ωB97M-V functional and the def2-TZVPD basis.

Computed properties:
Energy above the lowest of the compared OMol25 structures with the same formula, charge and spin: 237.8 kJ/mol
Orbital gap (alpha / beta): 7.396 / 6.618 eV
HOMO energy (alpha / beta): -0.434 / -0.407 Ha
Net charge: +1

```
32
Properties=species:S:1:pos:R:3:lowdin_charge:R:1
C 3.87 1.53 0.47 -0.04
C 3.59 0.36 1.25 -0.02
C 3.25 1.69 -0.70 -0.11
C 2.52 -0.48 0.92 -0.08
C 2.15 0.99 -1.03 -0.11
C 1.78 -0.17 -0.21 -0.43
C -0.82 -3.48 -0.57 -0.20
C -1.78 1.71 -1.00 -0.08
C -3.69 1.21 0.42 0.01
C 0.20 -2.51 -0.11 -0.54
C -1.34 0.47 0.96 -0.05
N -2.32 0.71 -0.08 -0.32
P 0.25 -0.87 -0.88 1.13
H 4.63 2.13 0.77 0.08
H 4.14 0.02 2.12 0.11
H 3.50 2.46 -1.34 0.10
H 2.44 -1.31 1.48 0.07
H 1.55 1.25 -1.91 0.09
H -0.88 -4.31 0.21 0.11
H -1.75 -2.93 -0.53 0.04
H -0.73 -3.94 -1.58 0.10
H -1.40 1.47 -2.02 0.10
H -2.58 2.48 -1.20 0.12
H -0.90 1.99 -0.38 0.09
H -3.47 2.27 0.73 0.11
H -4.36 1.07 -0.42 0.11
H -3.94 0.82 1.42 0.11
H 1.16 -3.08 -0.19 0.10
H -0.02 -2.25 1.03 0.12
H -1.28 -0.45 1.45 0.03
H -1.17 1.35 1.51 0.07
H -2.63 -0.21 -0.58 0.20
```

***

(6)
C6H14O2 in the gas phase at a distorted geometry, computed with the ωB97M-V functional and the def2-TZVPD basis.

Computed properties:
Structure (SMILES): CC(C)[C@@H](C)C(O)O
Energy above the lowest of the compared OMol25 structures with the same formula, charge and spin: 200.2 kJ/mol
Orbital gap: 9.806 eV
HOMO energy: -0.336 Ha

```
22
Properties=species:S:1:pos:R:3:lowdin_charge:R:1
C 1.40 0.69 1.31 -0.10
C 1.08 -0.09 0.04 -0.33
C 1.72 -1.47 0.05 -0.11
C -0.69 -0.39 -0.16 -0.24
C -1.50 0.06 1.03 -0.06
C -0.78 0.38 -1.41 -0.33
O -0.79 1.75 -1.29 0.03
O -2.33 -0.16 -1.78 -0.13
H 2.48 0.85 1.40 0.08
H 1.08 0.16 2.21 0.07
H 0.92 1.67 1.29 0.08
H 1.51 0.47 -0.79 0.12
H 2.81 -1.39 0.16 0.08
H 1.53 -2.00 -0.89 0.08
H 1.34 -2.08 0.87 0.08
H -0.78 -1.46 -0.33 0.13
H -1.53 1.15 1.13 0.08
H -1.10 -0.36 1.96 0.08
H -2.53 -0.28 0.92 0.08
H -0.21 0.00 -2.25 0.15
H -0.73 2.11 -2.19 0.12
H -2.94 0.39 -1.27 0.04
```

***

(7)
A molecular structure, C4H11AgBrNO at a distorted geometry, computed with the ωB97M-V functional and the def2-TZVPD basis.

Computed properties:
Multiplicity: 2
Energy above the lowest of the compared OMol25 structures with the same formula, charge and spin: 72.7 kJ/mol
Orbital gap (alpha / beta): 5.217 / 2.757 eV
HOMO energy (alpha / beta): -0.433 / -0.433 Ha
Net charge: +1

```
19
Properties=species:S:1:pos:R:3:lowdin_spin:R:1
Ag 5.73 1.32 -1.86 0.01
Br 3.24 1.69 -3.07 1.00
C 0.58 -0.47 1.75 0.00
C 0.63 -0.13 0.27 0.00
C -0.76 0.01 -0.31 0.00
O -1.50 -1.17 -0.09 0.00
C -2.88 -1.05 -0.27 0.00
N 1.41 1.09 0.09 0.00
H 1.61 -0.59 2.12 0.00
H 0.07 -1.39 2.01 0.00
H 0.10 0.33 2.32 0.00
H 1.17 -0.91 -0.27 0.00
H -0.72 0.20 -1.40 0.00
H -1.34 0.86 0.08 0.00
H -3.30 -0.20 0.28 0.00
H -3.38 -1.96 0.05 0.00
H -3.13 -0.89 -1.33 0.00
H 0.97 1.90 0.52 0.00
H 1.50 1.38 -0.88 0.00
```

***

(8)
C3HNO4 in the gas phase at a distorted geometry, computed with the ωB97M-V functional and the def2-TZVPD basis.

Computed properties:
Structure (SMILES): O=c1ocnoc1=O
Energy above the lowest of the compared OMol25 structures with the same formula, charge and spin: 401.5 kJ/mol
Orbital gap: 9.476 eV
HOMO energy: -0.396 Ha

```
9
Properties=species:S:1:pos:R:3:lowdin_charge:R:1
O -1.97 -0.16 -1.02 0.29
C -0.94 -0.13 -0.56 -0.36
O -0.91 -0.36 0.88 0.09
C 0.38 -0.52 1.29 -0.16
N 1.50 -0.36 0.65 0.06
O 1.34 0.54 -0.32 -0.01
C 0.15 0.66 -1.11 -0.24
O 0.01 1.43 -2.10 0.16
H 0.45 -1.09 2.30 0.17
```